(1)
Computed, not measured: a 2-piece molecular cluster, C5H14NO overall at a distorted geometry, with the ωB97M-V functional and the def2-TZVPD basis.

The geometry in XYZ format:
```
21
C5H14NO (the ωB97M-V functional and the def2-TZVPD basis)
C 0.271 -0.681 2.902
C 0.571 0.435 1.893
C -0.501 0.687 0.751
C -0.136 -0.031 -0.688
C 1.679 -1.582 -0.749
N 0.536 -1.212 -0.351
H 1.054 -1.102 3.601
H -0.245 -1.532 2.411
H -0.567 -0.258 3.541
H 1.527 0.066 1.432
H 0.801 1.394 2.422
H -0.848 1.732 0.748
H -1.424 0.084 0.909
H 0.467 0.764 -1.179
H -0.763 -0.321 -1.511
H 2.174 -2.472 -0.466
H 2.160 -0.958 -1.523
H 0.587 -1.378 0.631
H -2.834 2.187 -3.196
H -1.508 2.648 -3.339
O -1.955 1.833 -3.335
```

Results
Charge = +1
Gap between HOMO and LUMO = 9.070 eV
Highest occupied orbital energy = -14.57 eV
Energy above the lowest of the compared OMol25 structures with the same formula, charge and spin = 88.8 kcal/mol
LUMO energy = -5.501 eV


(2)
Computed, not measured: a 2-piece molecular cluster, C2H10N4 overall at a distorted geometry, with the ωB97M-V functional and the def2-TZVPD basis.

The geometry in XYZ format:
```
16
C2H10N4 (the ωB97M-V functional and the def2-TZVPD basis)
H 0.013 -2.509 -3.039
N 0.122 -1.534 -2.773
C -0.812 -0.882 -3.328
N -0.787 0.501 -3.474
H -1.644 -1.358 -3.863
H -1.709 0.925 -3.411
H -0.213 0.916 -2.744
N 1.253 1.246 1.677
C 0.903 0.499 2.877
N -0.308 -0.312 2.705
H 0.417 1.660 1.280
H 1.607 0.597 0.984
H 0.854 1.236 3.684
H 1.744 -0.154 3.097
H -1.106 0.257 2.971
H -0.332 -1.088 3.357
```

Results
Charge = 0
Gap between HOMO and LUMO = 10.418 eV
Highest occupied orbital energy = -9.44 eV
Energy above the lowest of the compared OMol25 structures with the same formula, charge and spin = 16.9 kcal/mol
LUMO energy = 0.974 eV


(3)
Computed, not measured: C4H5NO in the gas phase at a distorted geometry, with the ωB97M-V functional and the def2-TZVPD basis.

The geometry in XYZ format:
```
11
C4H5NO (the ωB97M-V functional and the def2-TZVPD basis)
N 1.842 -0.002 0.546
C 0.579 0.426 0.218
C -0.180 1.310 -0.332
C -0.996 0.216 0.264
C -1.234 -1.114 -0.366
O -0.323 -1.735 -0.876
H 2.062 -0.960 0.290
H 2.559 0.626 0.195
H -0.285 2.318 -0.679
H -1.804 0.516 0.965
H -2.220 -1.601 -0.224
```

Results
Charge = 0
Gap between HOMO and LUMO = 9.481 eV
Highest occupied orbital energy = -8.66 eV
Energy above the lowest of the compared OMol25 structures with the same formula, charge and spin = 74.0 kcal/mol
LUMO energy = 0.825 eV


(4)
Computed, not measured: an isolated ion of composition C15H24ClN2O3 and charge +1 at a distorted geometry, with the ωB97M-V functional and the def2-TZVPD basis.

The geometry in XYZ format:
```
45
C15H24ClN2O3 (the ωB97M-V functional and the def2-TZVPD basis)
O -2.507 -2.585 -1.327
C -3.065 -2.870 -0.057
C -4.051 -1.792 0.435
N -3.550 -0.444 0.596
C -2.402 -0.241 1.437
C -1.074 -0.264 0.659
N -1.119 0.765 -0.405
C 0.181 0.967 -1.087
C 0.886 2.207 -0.510
O -0.112 3.207 -0.430
C 1.495 1.953 0.897
O 1.929 0.633 1.083
C 3.188 0.250 0.661
C 3.553 -1.050 1.003
C 4.782 -1.553 0.630
C 5.659 -0.754 -0.093
Cl 7.196 -1.375 -0.565
C 5.302 0.539 -0.435
C 4.065 1.042 -0.064
C -2.233 0.443 -1.326
C -3.549 0.451 -0.528
H -3.122 -2.866 -2.012
H -3.588 -3.831 -0.069
H -2.224 -2.961 0.635
H -4.427 -2.121 1.408
H -4.901 -1.740 -0.248
H -2.381 -1.004 2.214
H -2.504 0.736 1.929
H -0.230 -0.076 1.323
H -0.931 -1.226 0.166
H -1.339 1.683 0.018
H -0.004 1.141 -2.147
H 0.807 0.081 -0.977
H 1.674 2.494 -1.217
H 0.284 4.068 -0.261
H 2.297 2.672 1.095
H 0.711 2.113 1.647
H 2.862 -1.651 1.574
H 5.063 -2.557 0.900
H 5.986 1.157 -0.994
H 3.816 2.053 -0.345
H -2.275 1.188 -2.120
H -2.053 -0.550 -1.745
H -4.373 0.203 -1.196
H -3.721 1.469 -0.150
```

Results
Charge = +1
Gap between HOMO and LUMO = 8.822 eV
Highest occupied orbital energy = -11.14 eV
Energy above the lowest of the compared OMol25 structures with the same formula, charge and spin = 0.0 kcal/mol
LUMO energy = -2.316 eV


(5)
Computed, not measured: a 3-piece molecular cluster, H3N3O3 overall at a distorted geometry, with the ωB97M-V functional and the def2-TZVPD basis.

The geometry in XYZ format:
```
9
H3N3O3 (the ωB97M-V functional and the def2-TZVPD basis)
O -1.800 -1.422 -0.088
N -0.737 -0.945 -0.343
O 0.050 -0.720 0.757
H 0.917 -0.387 0.432
N -3.105 1.419 0.336
N -3.790 1.072 -0.450
O 2.504 0.166 -0.089
H 3.158 0.616 0.447
H 2.803 0.200 -1.001
```

Results
Charge = 0
Gap between HOMO and LUMO = 10.267 eV
Highest occupied orbital energy = -9.96 eV
Energy above the lowest of the compared OMol25 structures with the same formula, charge and spin = 0.0 kcal/mol
LUMO energy = 0.307 eV


(6)
Computed, not measured: C19H40MgOP2 as an isolated structure at a distorted geometry, with the ωB97M-V functional and the def2-TZVPD basis.

The geometry in XYZ format:
```
63
C19H40MgOP2 (the ωB97M-V functional and the def2-TZVPD basis)
P -0.334 -2.208 -2.327
P 0.628 0.091 -2.953
C -1.110 -1.554 -3.822
C 0.076 -0.704 -4.501
H -1.884 -0.858 -3.413
H -1.597 -2.377 -4.357
H 0.970 -1.283 -4.889
H -0.249 0.036 -5.249
C -0.604 1.514 -3.057
H -0.495 2.291 -2.281
H -1.633 1.131 -3.009
H -0.466 1.999 -4.035
C 2.094 1.161 -3.290
H 2.119 1.319 -4.376
H 2.997 0.628 -2.964
H 2.051 2.131 -2.768
C -1.697 -2.910 -1.325
H -1.205 -3.189 -0.352
H -2.217 -3.788 -1.769
H -2.373 -2.046 -1.138
C 2.364 -2.711 -2.364
H 2.543 -1.762 -1.859
H 3.259 -2.994 -2.961
H 2.114 -3.430 -1.555
Mg 1.015 -2.910 -4.043
C -0.244 3.818 0.214
C -1.443 3.585 -0.324
C -2.355 2.406 -0.345
C -1.964 1.146 0.415
C -0.625 0.525 0.253
C 0.600 0.893 -0.162
C 1.477 2.035 0.137
C 0.657 2.980 1.047
C 1.137 -2.477 2.561
H 0.239 4.775 0.008
H -1.919 4.440 -0.810
H -2.566 2.115 -1.374
H -3.331 2.694 0.076
H -2.124 1.316 1.484
H -2.729 0.361 0.214
H -0.773 -0.583 0.311
H 1.175 0.107 -0.703
H 1.882 2.544 -0.766
H 2.349 1.587 0.657
H 0.155 2.375 1.820
H 1.388 3.619 1.557
H 2.120 -2.195 2.955
H 1.240 -2.743 1.503
H 0.755 -3.350 3.104
C -1.112 0.170 3.823
C -0.007 -0.877 3.958
C 1.239 -0.180 4.516
C -0.475 -1.945 4.943
O 0.220 -1.402 2.632
H -1.378 0.598 4.803
H -2.016 -0.279 3.390
H -0.784 0.995 3.174
H 1.000 0.347 5.454
H 2.029 -0.913 4.735
H 1.620 0.561 3.795
H -1.337 -2.479 4.533
H 0.319 -2.659 5.179
H -0.784 -1.486 5.891
```

Results
Charge = 0
Gap between HOMO and LUMO (alpha / beta) = 4.406 / 4.405 eV
Highest occupied orbital energy (alpha / beta) = -5.29 / -5.29 eV
Energy above the lowest of the compared OMol25 structures with the same formula, charge and spin = 37.6 kcal/mol
LUMO energy (alpha / beta) = -0.883 / -0.883 eV


Which value of energy above the lowest of the compared OMol25 structures with the same formula, charge and spin does entry 5 give?
0.0 kcal/mol